Here is a structure of composition C46H40N6O4SSeSiTl at a distorted geometry from OMol25. Energies are from ωB97M-V with the def2-TZVPD basis set.

```
100
Properties=species:S:1:pos:R:3:mulliken_charge:R:1
Tl 0.167 -0.089 -0.152 1.217
O -0.469 3.506 2.927 -0.764
C -0.102 2.503 2.311 -0.621
N -0.860 1.491 1.808 0.990
C -2.193 1.432 1.979 -0.016
C -3.019 2.470 2.507 -0.801
C -4.362 2.291 2.691 -0.835
C -4.996 1.075 2.337 -0.732
C -4.264 0.059 1.810 -0.700
C -2.849 0.169 1.642 0.372
N -2.133 -0.841 1.142 0.349
C -2.531 -2.138 1.216 0.038
O -3.146 -2.646 2.151 -0.652
C -2.156 -3.064 0.078 0.351
C -3.190 -3.706 -0.600 -0.872
C -2.873 -4.625 -1.582 -0.516
C -1.535 -4.900 -1.830 -0.942
C -0.578 -4.217 -1.098 -0.147
N -0.872 -3.300 -0.175 0.341
C 1.395 2.317 2.124 0.447
C 2.270 3.122 2.843 -0.668
C 3.633 2.929 2.687 -0.673
C 4.082 1.945 1.818 -1.093
C 3.138 1.190 1.140 -0.593
N 1.829 1.373 1.296 1.179
H -2.550 3.393 2.795 0.549
H -4.953 3.093 3.119 0.379
H -6.060 0.953 2.501 0.397
H -4.733 -0.879 1.544 0.464
H -4.217 -3.479 -0.343 0.446
H -3.653 -5.137 -2.132 0.400
H -1.235 -5.618 -2.582 0.429
H 0.477 -4.419 -1.257 0.381
H 1.865 3.874 3.505 0.540
H 4.339 3.541 3.235 0.415
H 5.136 1.771 1.647 0.535
H 3.435 0.417 0.440 0.415
C 3.075 -2.012 4.076 -1.306
Si 1.456 -2.154 3.098 0.346
C 0.553 -3.774 3.444 -1.154
C 0.362 -0.884 3.904 -0.468
N 1.874 -1.941 1.404 0.594
C 2.605 -2.841 0.751 0.591
C 3.172 -4.021 1.350 -0.745
C 3.923 -4.929 0.655 -1.229
C 4.135 -4.747 -0.717 -0.762
C 3.621 -3.627 -1.355 -0.880
C 2.910 -2.666 -0.650 0.263
O 2.398 -1.555 -1.206 0.750
C 2.487 -1.315 -2.575 -0.532
C 1.330 -1.440 -3.322 0.073
C 1.374 -1.200 -4.688 -0.716
C 2.568 -0.834 -5.296 -0.584
C 3.712 -0.675 -4.524 -0.844
C 3.674 -0.909 -3.158 -0.966
H 2.972 -2.458 5.070 0.395
H 3.315 -0.950 4.204 0.294
H 3.927 -2.478 3.574 0.399
H 0.552 -3.993 4.515 0.410
H 0.959 -4.641 2.916 0.382
H -0.491 -3.666 3.126 0.232
H 0.294 -1.132 4.968 0.498
H -0.649 -0.895 3.486 -0.001
H 0.759 0.127 3.814 -0.061
H 3.012 -4.177 2.406 0.452
H 4.346 -5.786 1.165 0.410
H 4.708 -5.466 -1.287 0.392
H 3.781 -3.506 -2.413 0.414
H 0.407 -1.722 -2.829 0.555
H 0.467 -1.292 -5.274 0.432
H 2.601 -0.653 -6.364 0.525
H 4.644 -0.360 -4.975 0.417
H 4.549 -0.744 -2.542 0.984
O -1.518 1.758 -1.864 -0.202
S -1.813 3.059 -2.530 -0.191
C -0.667 4.266 -1.819 0.863
C 0.174 5.104 -2.536 -0.047
C 1.002 5.979 -1.849 -0.667
C 0.980 6.027 -0.463 -0.700
C 0.120 5.200 0.249 -0.354
C -0.706 4.319 -0.430 -0.594
C -1.143 2.990 -4.192 -0.146
C -1.552 3.932 -5.127 -0.440
C -1.029 3.885 -6.409 -0.355
C -0.100 2.904 -6.740 -0.701
C 0.289 1.960 -5.799 -0.105
C -0.249 1.988 -4.518 0.132
H 0.216 5.066 -3.615 0.202
H 1.685 6.611 -2.404 0.366
H 1.646 6.699 0.065 0.380
H 0.090 5.229 1.331 0.465
H -1.373 3.658 0.115 0.172
H -2.270 4.698 -4.848 0.396
H -1.343 4.609 -7.152 0.364
H 0.320 2.874 -7.738 0.385
H 1.024 1.207 -6.050 0.250
H 0.031 1.255 -3.769 0.382
Se 2.501 1.913 -2.179 0.014
C 4.231 1.395 -2.134 0.486
N 5.339 1.029 -2.076 -0.921
```

spin multiplicity = 1
relative energy (zero: lowest compared OMol25 entry of this formula, charge and spin) = 179.8 kJ/mol
charge = -1
HOMO (alpha / beta) = -4.30 / -4.32 eV
calculated total energy = -154236.4392 eV



Here is a structure of composition C46H41AsN5O9S2Zr at a distorted geometry from OMol25. Energies are from ωB97M-V with the def2-TZVPD basis set.

```
105
Properties=species:S:1:pos:R:3:mulliken_charge:R:1
Zr 0.074 -0.411 0.117 0.652
O 3.138 1.999 1.480 -0.643
C 2.373 1.111 1.259 0.079
O 1.486 1.040 0.264 -0.528
C 2.287 -0.116 2.155 0.533
C 2.916 -0.277 3.368 -0.947
C 2.645 -1.434 4.089 -0.819
C 1.727 -2.371 3.619 -1.072
C 1.110 -2.119 2.415 0.476
N 1.432 -1.036 1.704 2.157
C -0.087 -2.865 1.844 0.174
O -0.467 -3.905 2.279 -0.618
O -0.684 -2.133 0.887 -0.623
H 3.593 0.487 3.726 0.654
H 3.129 -1.595 5.045 0.542
H 1.475 -3.266 4.173 0.659
C -3.737 -0.571 -3.532 -1.044
N -2.773 -1.011 -2.504 0.302
C -3.376 -1.440 -1.240 -0.899
C -1.479 -0.966 -2.688 0.570
C -0.927 -0.535 -4.013 -1.635
O -0.664 -1.271 -1.751 0.745
H -4.659 -1.128 -3.395 0.345
H -3.369 -0.763 -4.532 0.434
H -3.954 0.492 -3.418 0.330
H -3.942 -2.354 -1.409 0.547
H -4.063 -0.669 -0.893 0.410
H -2.618 -1.644 -0.498 -0.132
H -1.212 -1.245 -4.793 0.569
H 0.155 -0.511 -3.954 -0.043
H -1.309 0.447 -4.295 0.546
O -6.866 3.956 -3.119 -0.670
S -6.708 5.059 -2.188 1.202
O -6.572 4.646 -0.795 -0.670
O -7.548 6.206 -2.413 -0.643
C -4.983 5.594 -2.516 0.018
N -4.600 6.835 -2.830 -0.493
C -3.289 7.061 -2.903 -0.288
C -2.325 6.114 -2.576 -0.851
C -2.826 4.870 -2.245 0.095
N -4.111 4.593 -2.283 -0.273
C -2.073 3.671 -1.769 1.357
C -0.827 3.249 -2.218 -1.098
C -0.354 2.023 -1.798 -0.669
N -1.026 1.236 -0.942 0.432
C -2.215 1.671 -0.496 -0.873
C -2.769 2.859 -0.869 -1.327
H -2.994 8.058 -3.216 0.431
H -1.268 6.355 -2.542 0.418
H -0.255 3.838 -2.924 0.521
H 0.588 1.642 -2.165 0.596
H -2.740 1.014 0.182 0.704
H -3.756 3.165 -0.533 0.691
C 2.979 -1.757 -5.772 -0.603
C 2.080 -2.652 -5.206 -0.675
C 1.846 -2.633 -3.838 -0.400
C 2.520 -1.720 -3.042 0.609
C 3.409 -0.812 -3.603 -0.368
C 3.645 -0.838 -4.971 -0.811
As 2.174 -1.634 -1.147 1.790
C 1.957 -3.526 -0.786 -0.091
C 0.818 -4.300 -0.948 0.154
C 0.874 -5.657 -0.655 -0.936
C 2.059 -6.218 -0.193 -1.124
C 3.189 -5.431 -0.010 -0.505
C 3.144 -4.076 -0.306 0.315
C 4.251 -3.109 -0.117 0.486
C 5.524 -3.408 0.346 -0.420
C 6.456 -2.392 0.521 -0.961
C 6.127 -1.069 0.248 -0.909
C 4.859 -0.760 -0.228 -0.665
C 3.946 -1.785 -0.421 -0.160
H 3.165 -1.780 -6.839 0.420
H 1.569 -3.376 -5.829 0.475
H 1.163 -3.346 -3.395 0.362
H 3.931 -0.097 -2.982 0.421
H 4.353 -0.146 -5.409 0.426
H -0.109 -3.855 -1.283 0.273
H -0.006 -6.275 -0.781 0.480
H 2.099 -7.274 0.041 0.415
H 4.101 -5.878 0.367 0.461
H 5.798 -4.432 0.570 0.460
H 7.449 -2.635 0.879 0.437
H 6.856 -0.282 0.399 0.460
H 4.596 0.271 -0.438 0.550
C -0.306 3.286 7.723 -1.459
C -0.594 2.387 6.546 0.900
C -0.577 2.904 5.247 -0.844
C -0.829 2.101 4.148 -0.447
C -1.102 0.756 4.366 0.670
C -1.104 0.200 5.639 -0.786
C -0.859 1.029 6.724 -0.840
S -1.437 -0.325 3.018 0.792
C -3.198 -0.112 2.883 -1.222
O -0.899 0.450 1.773 -0.437
H -0.972 4.151 7.722 0.363
H 0.718 3.664 7.675 0.335
H -0.430 2.759 8.669 0.365
H -0.369 3.957 5.097 0.447
H -0.809 2.506 3.144 0.435
H -1.301 -0.860 5.784 0.469
H -0.868 0.614 7.726 0.343
H -3.397 0.948 2.725 0.437
H -3.640 -0.459 3.818 0.515
H -3.551 -0.726 2.053 0.264
```

spin multiplicity = 1
relative energy (zero: lowest compared OMol25 entry of this formula, charge and spin) = 89.5 kJ/mol
charge = +1
HOMO = -8.98 eV
calculated total energy = -158034.2860 eV



Question: Among the records above, which one has the highest charge?
Answer: C46H41AsN5O9S2Zr